# 1
Below is a 2-piece molecular cluster, C21H23F3N2O2 overall at a distorted geometry, with properties calculated with ωB97M-V/def2-TZVPD.

The geometry in XYZ format:
```
51
C21H23F3N2O2 | OMol25 | ωB97M-V/def2-TZVPD
C -3.6393 -0.0278 2.6637
N -2.2300 0.2618 2.4232
C -1.9661 1.5695 1.8174
C -1.2892 -0.7306 2.5629
C 0.1052 -0.5223 2.6109
C 0.6569 0.7288 2.9780
C 2.0130 0.9176 3.0099
C 2.8730 -0.1180 2.6678
C 4.3708 0.1341 2.6050
F 5.0123 -1.0411 2.7770
F 4.6686 0.6497 1.3916
F 4.7045 1.0048 3.5828
C 2.3577 -1.3609 2.3446
C 1.0038 -1.5795 2.3310
H -4.2524 0.8488 2.4709
H -3.9715 -0.8353 2.0174
H -3.7748 -0.3194 3.7010
H -2.7807 1.8377 1.1414
H -1.8861 2.3251 2.5968
H -1.0417 1.5287 1.2434
H -1.6645 -1.7358 2.6349
H -0.0035 1.5198 3.2929
H 2.4360 1.8579 3.3223
H 3.0489 -2.1484 2.0981
H 0.6125 -2.5449 2.0680
C 2.1813 -4.7707 0.0730
C 1.7896 -3.7728 -1.0031
O 0.9746 -2.7262 -0.5258
C 0.4621 -2.0366 -1.5967
C -0.2253 -0.8050 -1.2999
N -0.6076 0.0040 -2.2512
C -0.8718 1.2876 -2.0623
C -1.2892 2.1371 -3.1122
C -1.2626 3.5289 -2.9455
C -1.6693 4.3600 -3.9539
C -2.1227 3.8316 -5.1500
C -2.1528 2.4611 -5.3416
C -1.7356 1.6187 -4.3396
O 0.6026 -2.4068 -2.7572
H 2.9457 -5.4740 -0.2606
H 2.5706 -4.2464 0.9440
H 1.3278 -5.3578 0.4120
H 2.6633 -3.2884 -1.4624
H 1.2374 -4.2581 -1.8205
H -0.3370 -0.5003 -0.2756
H -0.6414 1.7392 -1.1102
H -0.8904 3.9253 -2.0157
H -1.6150 5.4275 -3.8136
H -2.4497 4.4948 -5.9321
H -2.4923 2.0556 -6.2813
H -1.7558 0.5516 -4.4709
```

The calculation puts the energy above the lowest of the compared OMol25 structures with the same formula, charge and spin at 209.9 kJ/mol. The value obtained for the LUMO energy is -2.76 eV. For the gap between HOMO and LUMO, the calculation gives 0.07853 Ha.

Just the natural (NBO) charges please, in e? Sure, here they are: C -0.423; N -0.279; C -0.430; C 0.296; C -0.187; C -0.135; C -0.196; C -0.062; C 0.969; F -0.312; F -0.302; F -0.314; C -0.134; C -0.097; H 0.235; H 0.235; H 0.222; H 0.244; H 0.212; H 0.252; H 0.226; H 0.219; H 0.241; H 0.238; H 0.246; C -0.623; C -0.083; O -0.562; C 0.701; C -0.315; N -0.326; C -0.147; C 0.030; C -0.255; C -0.216; C -0.265; C -0.208; C -0.231; O -0.659; H 0.221; H 0.182; H 0.203; H 0.176; H 0.211; H 0.085; H 0.100; H 0.186; H 0.198; H 0.199; H 0.203; H 0.228

***

# 2
Below is a single C21H35N3O4 molecule, with properties calculated with ωB97M-V/def2-TZVPD.

The geometry in XYZ format:
```
63
C21H35N3O4 | OMol25 | ωB97M-V/def2-TZVPD
C 1.0422 2.0210 3.0450
C -0.0626 2.3554 2.3955
C -0.1729 2.4154 0.9026
C -1.2176 1.4488 0.3153
C -1.0555 1.4274 -1.1904
O -1.7032 2.1566 -1.9232
N -0.1129 0.5775 -1.6569
C 0.2384 0.5292 -3.0559
C -0.7793 -0.2716 -3.8702
C 1.6263 -0.1012 -3.1403
O 2.1165 -0.6963 -2.1925
N 2.2420 0.0105 -4.3346
C 3.5563 -0.5638 -4.5735
C 4.7061 0.3080 -4.0707
C 4.7385 1.6527 -4.7875
C 6.0220 -0.4406 -4.2442
C -1.2841 0.0580 1.0130
N -2.5528 0.4808 1.5993
C -3.5399 -0.1539 2.2805
O -4.6278 0.3700 2.4302
C -3.1871 -1.5354 2.8210
C -4.3639 -2.4825 2.6057
C -2.7735 -1.4817 4.2994
O -3.9301 -1.2121 5.0526
C -1.9290 -2.7218 4.6924
C -0.6564 -1.8798 4.4545
C -1.5244 -0.6079 4.5657
C -2.6568 1.7076 0.8166
H 1.0753 1.9926 4.1264
H 1.9541 1.7694 2.5143
H -0.9569 2.6016 2.9625
H -0.4486 3.4245 0.5815
H 0.8071 2.1947 0.4691
H 0.4732 0.0283 -1.0438
H 0.2769 1.5526 -3.4405
H -0.5330 -0.2637 -4.9327
H -0.8034 -1.3069 -3.5272
H -1.7650 0.1715 -3.7410
H 1.8017 0.5568 -5.0540
H 3.5876 -1.5348 -4.0788
H 3.6586 -0.7303 -5.6488
H 4.5360 0.4774 -3.0035
H 4.9077 1.5139 -5.8595
H 3.8047 2.2026 -4.6581
H 5.5440 2.2800 -4.4039
H 6.2099 -0.6544 -5.3002
H 6.8595 0.1510 -3.8731
H 6.0140 -1.3890 -3.7046
H -1.3860 -0.7780 0.3148
H -0.4887 -0.1516 1.7314
H -2.3152 -1.9050 2.2731
H -4.5443 -2.6376 1.5414
H -4.1694 -3.4518 3.0663
H -5.2602 -2.0579 3.0498
H -3.6741 -1.0970 5.9727
H -2.0655 -2.9476 5.7518
H -2.0669 -3.6361 4.1153
H 0.1573 -1.9925 5.1676
H -0.2567 -2.0177 3.4494
H -1.3271 0.2275 3.8966
H -1.5443 -0.2373 5.5936
H -2.8048 2.6122 1.4076
H -3.4162 1.6624 0.0350
```

The calculation puts the energy above the lowest of the compared OMol25 structures with the same formula, charge and spin at 81.9 kJ/mol. The value obtained for the LUMO energy is 0.54 eV. For the gap between HOMO and LUMO, the calculation gives 0.35246 Ha.

Just the natural (NBO) charges please, in e? Sure, here they are: C -0.392; C -0.180; C -0.432; C -0.135; C 0.697; O -0.631; N -0.625; C -0.138; C -0.606; C 0.679; O -0.646; N -0.607; C -0.215; C -0.232; C -0.610; C -0.604; C -0.210; N -0.448; C 0.699; O -0.606; C -0.326; C -0.599; C 0.292; O -0.704; C -0.424; C -0.410; C -0.432; C -0.188; H 0.204; H 0.192; H 0.205; H 0.233; H 0.212; H 0.429; H 0.222; H 0.207; H 0.214; H 0.239; H 0.400; H 0.222; H 0.196; H 0.211; H 0.199; H 0.207; H 0.216; H 0.200; H 0.214; H 0.213; H 0.198; H 0.208; H 0.207; H 0.208; H 0.206; H 0.245; H 0.467; H 0.204; H 0.206; H 0.209; H 0.198; H 0.217; H 0.202; H 0.202; H 0.221

***

# 3
Below is a single C3H4S2 molecule at a distorted geometry, with properties calculated with ωB97M-V/def2-TZVPD.

The geometry in XYZ format:
```
9
C3H4S2 | OMol25 | ωB97M-V/def2-TZVPD
C 0.6528 -0.9546 -0.6683
C 0.0919 -0.4524 0.4654
C -0.4398 0.9592 0.7125
S 0.2821 1.5968 1.9877
S -1.4681 1.8045 -0.3834
H 1.6123 -1.8195 -0.6965
H 0.6405 -0.7469 -1.7716
H 0.3999 -1.1148 1.4122
H -1.7716 0.7277 -1.0580
```

The calculation puts the energy above the lowest of the compared OMol25 structures with the same formula, charge and spin at 200.5 kJ/mol. The value obtained for the LUMO energy is -0.51 eV. For the gap between HOMO and LUMO, the calculation gives 0.30352 Ha.

Just the natural (NBO) charges please, in e? Sure, here they are: C -0.376; C -0.294; C -0.365; S 0.074; S 0.169; H 0.209; H 0.213; H 0.250; H 0.120

***

Number 1: total energy -37374.1427 eV. Number 2: total energy -35005.5304 eV. Number 3: total energy -24843.5635 eV.